16
Properties=species:S:1:pos:R:3:forces:R:3 method="wB97M-V/def2-TZVPD" e_lumo_ev=0.8 gap_ev=10.350 total_energy_ha=-379.925714 fmax_ev_per_a=4.4 smiles="N[C@]12C=NO[C@H](C1)C2" spin_multiplicity=1
H 0.435 0.198 2.039 0.56 -1.71 -1.93
N -2.023 0.457 0.078 1.97 -1.42 -1.56
H 2.191 -1.366 0.072 1.43 -1.98 0.06
H -0.170 -1.457 1.563 0.63 0.90 -1.20
H -0.657 2.342 -0.015 -0.49 1.55 0.20
N 1.243 1.707 -0.048 3.86 1.12 -0.36
C 1.397 -0.720 0.003 -3.71 2.11 1.13
C 0.026 1.552 -0.016 -0.31 -1.08 -0.74
C -0.513 0.232 -0.010 -2.12 -1.91 0.86
C 0.159 -0.813 -0.939 0.79 -0.74 -0.99
H 0.439 -0.669 -1.991 -0.63 0.31 0.08
H -2.248 -0.520 -0.051 -1.35 -0.32 0.26
C 0.322 -0.539 1.104 -1.54 1.33 3.66
O 2.030 0.538 -0.127 0.16 1.17 -0.35
H -0.371 -1.797 -0.794 0.61 0.93 -0.26
H -2.259 0.854 -0.868 0.13 -0.26 1.15